# 1
Molecular formula: C52H48N3O3P2Pt
Method: DFT, ωB97M-V/def2-TZVPD

XYZ file:
```
109
Properties=species:S:1:pos:R:3:lowdin_charge:R:1
Pt 0.46356 -0.03797 -0.01752 1.139
C 3.04964 1.60191 -1.13083 -0.231
P 2.70442 -0.18475 -0.94542 0.987
C 4.05417 -0.85710 0.03423 -0.354
C 4.23384 -2.24318 0.02833 -0.094
C 5.23468 -2.81752 0.79248 -0.063
C 6.06007 -2.01367 1.56831 -0.076
C 5.88473 -0.63684 1.57703 -0.080
C 4.88091 -0.05436 0.81794 -0.082
C 2.81192 -1.03336 -2.53339 -0.360
C 4.05923 -1.21886 -3.13726 -0.085
C 4.15154 -1.89070 -4.34291 -0.071
C 3.00404 -2.38751 -4.95125 -0.071
C 1.76512 -2.20283 -4.35820 -0.068
C 1.66726 -1.52842 -3.14863 -0.089
C 2.47104 2.23623 0.10137 -0.365
C 2.83318 3.32232 0.86726 -0.029
C 1.94452 3.36142 1.97197 -0.052
C 1.08891 2.28982 1.83649 -0.402
C -0.04004 1.80562 2.68294 -0.142
P 0.36655 0.33250 3.71066 1.184
C -0.64644 -1.08539 3.33642 -0.275
C -0.30831 -2.30211 3.94004 -0.097
C -0.95362 -3.46604 3.56048 -0.030
C -1.92174 -3.43029 2.56588 -0.019
C -2.25838 -2.22775 1.95992 -0.050
C -1.62314 -1.05840 2.33964 -0.062
C 0.27279 0.80247 5.43458 -0.284
C -0.30296 -0.01647 6.40529 -0.038
C -0.28973 0.37626 7.73522 -0.044
C 0.29671 1.57730 8.10365 -0.042
C 0.86806 2.39931 7.13939 -0.042
C 0.86466 2.01283 5.81148 -0.115
N 1.40968 1.60480 0.69690 -0.169
H 2.55659 1.92564 -2.04588 0.072
H 4.11709 1.79561 -1.24223 0.098
H 3.58230 -2.87436 -0.56392 0.122
H 5.36453 -3.89153 0.78794 0.114
H 6.84200 -2.46236 2.16726 0.106
H 6.52564 -0.01123 2.18502 0.105
H 4.73309 1.01806 0.86196 0.096
H 4.95718 -0.84077 -2.66284 0.112
H 5.11862 -2.03447 -4.80628 0.108
H 3.08069 -2.92108 -5.88977 0.108
H 0.87078 -2.58792 -4.83018 0.109
H 0.69929 -1.39088 -2.68650 0.074
H 3.61996 4.02589 0.64473 0.107
H 1.91475 4.10658 2.75270 0.107
H -0.86349 1.50974 2.02869 0.044
H -0.41058 2.57184 3.36435 0.117
H 0.47852 -2.34534 4.68377 0.109
H -0.67938 -4.40490 4.02244 0.122
H -2.40708 -4.34532 2.25279 0.122
H -3.00542 -2.20058 1.17689 0.103
H -1.89051 -0.13147 1.84751 0.069
H -0.78442 -0.94313 6.12653 0.107
H -0.74437 -0.25858 8.48397 0.118
H 0.30409 1.87861 9.14284 0.118
H 1.31813 3.34103 7.42460 0.121
H 1.32253 2.65392 5.06607 0.104
C -4.35865 2.87414 0.87056 -0.072
C -2.89222 2.63049 1.23561 -0.217
C -1.94920 3.28392 0.25132 -0.177
C -1.86483 4.67524 0.24560 -0.038
C -1.08044 5.34618 -0.67424 -0.060
C -0.41454 4.63142 -1.65895 -0.026
C -0.48351 3.24706 -1.69864 -0.174
C 0.03274 2.49728 -2.90051 -0.207
C -1.07501 2.30639 -3.94056 -0.067
C -1.19814 2.58179 -0.69318 -0.184
N -1.13477 1.15081 -0.66464 -0.069
C -2.17278 0.43958 -1.03234 -0.076
C -2.07130 -0.95652 -1.02329 -0.325
C -2.92926 -2.02402 -1.31739 -0.049
C -2.19134 -3.18217 -1.09173 -0.090
C -0.91302 -2.78959 -0.66999 -0.152
N -0.83916 -1.45539 -0.64371 -0.144
H -5.02259 2.45285 1.62578 0.077
H -4.60696 2.42161 -0.09166 0.073
H -4.56874 3.94052 0.79032 0.076
H -2.72068 1.55278 1.28623 0.069
H -2.70135 3.02882 2.23567 0.111
H -2.42738 5.23514 0.98432 0.118
H -1.01391 6.42593 -0.64613 0.108
H 0.14800 5.15335 -2.42443 0.119
H 0.40754 1.51418 -2.61263 0.073
H 0.85493 3.05786 -3.35063 0.113
H -1.91172 1.74283 -3.52311 0.065
H -0.70301 1.76084 -4.80857 0.077
H -1.45900 3.26938 -4.27885 0.081
H -3.07917 0.94267 -1.35655 0.144
H -3.95455 -1.94634 -1.64353 0.109
H -2.52486 -4.19967 -1.21594 0.100
H -0.07057 -3.39669 -0.37557 0.118
O 3.04983 -3.16448 4.52559 0.115
C 2.80297 -1.87289 4.36219 -0.249
C 3.11494 -1.01465 5.43903 0.111
C 2.94310 0.35421 5.33614 -0.015
C 2.43558 0.90636 4.17263 -0.102
C 2.02782 0.05326 3.12993 -0.257
C 2.24478 -1.34358 3.19294 -0.029
C 1.84161 -2.24041 2.07128 -0.571
O 2.11269 -3.45355 2.14085 0.049
O 1.13439 -1.77778 1.10851 -0.172
H 2.79871 -3.59106 3.65112 0.102
H 3.52775 -1.46419 6.33293 0.147
H 3.22759 0.99331 6.16224 0.139
H 2.34503 1.97779 4.04985 0.109
H 1.83319 0.49559 2.16198 0.101
```

The orbital gap (alpha / beta) is 4.0 / 4.0 eV. The calculation puts the total energy at -3202.08387 a.u. Its total charge is +1. The HOMO energy (alpha / beta) is -0.326 / -0.326 Ha. The relative energy (zero: lowest compared OMol25 entry of this formula, charge and spin) is 112.7 kcal/mol.


# 2
Molecular formula: C9H29O14PPd
Method: DFT, ωB97M-V/def2-TZVPD

XYZ file:
```
54
Properties=species:S:1:pos:R:3:mulliken_spin:R:1
Pd 3.86120 12.13384 24.70205 1.029
O 5.21388 10.45610 24.70731 0.020
H 6.13932 10.75596 24.61681 -0.006
P 5.48572 14.16564 25.88891 -0.028
O 4.67846 15.47110 25.97458 0.221
O 4.41054 13.29420 26.50663 0.597
O 6.55463 13.81116 26.89403 0.039
O 5.39478 13.50749 24.48472 0.117
C 8.29663 11.88292 24.96500 0.007
C 8.42503 12.49509 23.55783 0.001
O 7.85342 13.78441 23.39197 0.002
O 8.85190 12.77463 25.94437 0.000
H 8.69077 10.86773 24.91874 -0.001
H 7.24777 11.71455 25.20927 -0.026
H 7.94023 11.80846 22.86385 0.000
H 9.46520 12.55355 23.23732 0.000
H 6.95726 13.70339 23.72655 0.004
H 8.11892 13.28814 26.29171 -0.002
C 2.99638 8.63405 21.26246 0.000
C 4.17763 8.48783 22.26933 0.000
O 5.09920 9.58009 22.29544 0.000
O 2.09531 9.66352 21.62676 0.000
H 2.56775 7.63658 21.16536 0.000
H 3.44421 8.96863 20.32672 0.000
H 4.62586 7.49972 22.16528 0.000
H 3.71346 8.47950 23.25554 -0.001
H 5.22570 9.82835 23.21412 0.013
H 1.79939 9.98221 20.77092 0.000
C 6.98339 10.62193 29.41956 0.000
C 6.87908 10.15492 27.94377 0.001
O 5.85894 10.89948 27.27284 -0.011
O 6.90535 12.02960 29.45452 0.000
H 7.90989 10.27923 29.88026 0.000
H 6.04694 10.25650 29.84101 0.000
H 6.85431 9.08221 27.75199 0.000
H 7.79835 10.38623 27.40570 0.000
H 5.87783 10.67845 26.33882 0.020
H 7.48317 12.27918 30.17939 0.000
C 3.93403 14.52549 21.66464 -0.005
C 3.72712 13.06968 21.30873 0.001
O 4.02285 12.17751 22.39556 0.005
O 5.27701 14.67736 22.16181 0.000
H 3.22151 14.83215 22.43039 -0.002
H 3.85926 15.18845 20.80267 -0.001
H 4.51173 12.84190 20.58720 0.001
H 2.74935 13.00779 20.83098 0.001
H 4.19007 11.30961 22.02087 0.004
H 5.21533 14.15962 22.96788 -0.008
C 6.16396 7.35933 24.85841 -0.001
O 4.98567 7.97042 25.42620 -0.001
H 6.91443 7.22899 25.63809 0.000
H 5.99082 6.34530 24.49807 0.000
H 6.54743 7.89624 23.99077 -0.001
H 4.97055 8.88575 25.13715 0.007
```

The orbital gap (alpha / beta) is 5.7 / 4.9 eV. The calculation puts the total energy at -1882.81757 a.u. Its total charge is -2. The spin multiplicity is 3. As for the expectation value of S²: 2.013. The HOMO energy (alpha / beta) is -0.048 / -0.018 Ha. The relative energy (zero: lowest compared OMol25 entry of this formula, charge and spin) is 68.9 kcal/mol.